Record 1
Molecular formula: C46H44AlOP4
Method: DFT, wB97M-V/def2-TZVPD

The geometry in XYZ format:
```
96
Properties=species:S:1:pos:R:3:mulliken_charge:R:1
Al -0.12 0.31 -0.23 0.047
O 1.57 0.92 -3.13 -0.540
C 1.06 0.11 -4.14 -1.096
C 1.15 0.48 -5.47 -0.116
C 0.73 -0.41 -6.45 -0.733
C 0.21 -1.65 -6.10 -1.091
C 0.03 -1.97 -4.77 -0.672
C 0.44 -1.07 -3.77 0.726
P -0.20 -1.35 -2.10 2.131
C 0.46 -2.84 -1.36 0.861
C 1.36 -3.65 -2.04 -1.026
C 1.85 -4.80 -1.42 -0.722
C 1.45 -5.12 -0.13 -0.753
C 0.57 -4.29 0.56 -1.042
C 0.08 -3.16 -0.05 -0.291
C -1.95 -1.57 -2.45 1.357
C -2.70 -0.43 -2.71 -0.781
C -4.02 -0.54 -3.13 -0.657
C -4.59 -1.80 -3.29 -0.743
C -3.84 -2.94 -3.03 -0.826
C -2.52 -2.83 -2.62 -0.816
C 2.96 0.80 -2.95 0.769
C 3.86 0.83 -4.00 -0.666
C 5.22 0.75 -3.73 -0.919
C 5.69 0.66 -2.42 -1.035
C 4.79 0.63 -1.38 -0.894
C 3.41 0.69 -1.64 1.298
P 2.32 0.81 -0.22 0.940
C 3.04 -0.27 1.04 0.842
C 3.34 -1.58 0.65 -0.599
C 3.89 -2.46 1.56 -0.805
C 4.12 -2.05 2.87 -0.785
C 3.82 -0.76 3.26 -1.084
C 3.28 0.14 2.35 -0.512
C 2.44 2.55 0.23 0.897
C 3.55 3.10 0.88 -0.570
C 3.63 4.47 1.07 -0.864
C 2.62 5.30 0.60 -0.685
C 1.53 4.77 -0.08 -0.856
C 1.45 3.40 -0.26 -0.250
H 1.54 1.45 -5.74 0.702
H 0.82 -0.13 -7.49 0.477
H -0.10 -2.35 -6.87 0.488
H -0.46 -2.89 -4.51 0.535
H 1.68 -3.41 -3.04 0.506
H 2.54 -5.44 -1.95 0.488
H 1.83 -6.02 0.34 0.474
H 0.27 -4.54 1.57 0.513
H -0.62 -2.53 0.50 0.195
H -2.27 0.57 -2.64 0.495
H -4.60 0.34 -3.35 0.609
H -5.61 -1.90 -3.62 0.474
H -4.28 -3.92 -3.16 0.516
H -1.94 -3.72 -2.40 0.489
H 3.54 0.91 -5.02 0.508
H 5.92 0.78 -4.55 0.463
H 6.75 0.61 -2.22 0.495
H 5.15 0.54 -0.37 0.457
H 3.20 -1.89 -0.38 0.501
H 4.15 -3.46 1.25 0.550
H 4.56 -2.74 3.58 0.456
H 4.04 -0.43 4.27 0.528
H 3.12 1.16 2.64 0.504
H 4.35 2.46 1.23 0.409
H 4.49 4.89 1.57 0.508
H 2.69 6.37 0.74 0.454
H 0.76 5.42 -0.48 0.533
H 0.61 3.01 -0.85 0.355
C 0.48 2.60 3.11 -1.810
P -0.56 1.73 1.91 2.731
C -1.67 3.08 1.34 -1.663
C -1.55 0.59 2.91 0.443
C -1.45 0.58 4.30 -1.120
C -2.22 -0.29 5.05 -0.927
C -3.09 -1.17 4.42 -0.929
C -3.19 -1.17 3.03 -1.035
C -2.43 -0.29 2.26 0.299
P -2.57 -0.28 0.46 1.427
C -3.44 -1.81 0.04 -0.920
C -3.80 0.98 -0.02 -1.370
H -0.20 3.18 3.73 0.619
H 1.15 3.28 2.59 0.322
H 1.04 1.92 3.74 0.449
H -2.62 3.02 1.87 0.435
H -1.84 3.07 0.27 0.361
H -1.19 4.03 1.59 0.634
H -0.79 1.26 4.81 0.468
H -2.15 -0.28 6.13 0.462
H -3.70 -1.84 5.00 0.478
H -3.88 -1.86 2.57 0.426
H -4.42 -1.75 0.52 0.683
H -2.92 -2.70 0.39 0.462
H -3.59 -1.86 -1.03 -0.186
H -4.54 1.05 0.78 0.464
H -4.29 0.62 -0.92 0.505
H -3.39 1.96 -0.21 0.167
```

Summary:
E (Eh): -3461.552566
LUMO (Ha): -0.3460
HOMO level (Eh): -0.5961
Kohn-Sham gap (eV): 6.81
2S+1: 1
Charge: +3
Maximum force (eV/A): 0.78

Record 2
Molecular formula: C46H44As2N4Pd
Method: DFT, wB97M-V/def2-TZVPD

The geometry in XYZ format:
```
97
Properties=species:S:1:pos:R:3:mulliken_charge:R:1
Pd -1.84 -0.77 3.09 1.279
C -1.72 -5.10 2.35 -1.133
C -0.95 -5.53 3.42 -0.692
C -0.44 -4.58 4.30 -0.661
C -0.73 -3.24 4.10 1.241
N -1.53 -2.82 3.08 0.299
C -1.97 -3.74 2.22 0.121
C -0.22 -2.18 4.98 -0.133
C 0.53 -2.34 6.13 -0.708
C 0.89 -1.22 6.86 -0.952
C 0.48 0.04 6.45 -0.583
C -0.27 0.16 5.29 0.022
N -0.58 -0.94 4.59 -0.170
C -0.87 1.39 4.75 1.095
C -0.64 2.64 5.30 -0.644
C -1.26 3.75 4.76 -0.528
C -2.09 3.58 3.67 -1.035
C -2.28 2.30 3.16 -0.088
N -1.70 1.22 3.69 -0.007
H -2.12 -5.79 1.63 0.501
H -0.75 -6.58 3.57 0.513
H 0.17 -4.89 5.13 0.435
H -2.57 -3.39 1.39 0.203
H 0.82 -3.33 6.47 0.494
H 1.47 -1.33 7.76 0.472
H 0.73 0.91 7.04 0.455
H 0.02 2.74 6.15 0.420
H -1.10 4.73 5.19 0.497
H -2.61 4.41 3.21 0.476
H -2.92 2.15 2.31 0.547
C -4.00 -1.41 2.06 -0.582
C -3.93 -0.07 2.12 -0.702
As -0.66 2.66 -1.74 0.361
C 0.91 3.59 -2.15 0.555
C 1.17 4.30 -3.34 -0.362
C 2.37 4.95 -3.51 -0.836
C 3.33 4.91 -2.50 -0.438
C 3.11 4.20 -1.33 -0.796
C 1.92 3.52 -1.16 -0.404
C -2.02 3.44 -2.73 0.613
C -3.16 2.62 -2.92 -0.398
C -4.24 3.09 -3.64 -0.722
C -4.23 4.40 -4.11 -0.398
C -3.15 5.24 -3.88 -0.732
C -2.04 4.77 -3.20 -0.290
As 0.21 -1.30 -0.38 0.690
C -0.69 -0.92 -2.06 1.126
C -0.17 -0.15 -3.10 -1.128
C -0.92 0.07 -4.25 -0.283
C -2.19 -0.48 -4.37 -0.866
C -2.72 -1.23 -3.33 -0.630
C -1.98 -1.44 -2.17 -0.900
C 0.65 -3.15 -0.60 0.773
C 0.45 -3.86 -1.78 -0.120
C 0.81 -5.20 -1.84 -0.751
C 1.38 -5.82 -0.74 -0.595
C 1.60 -5.11 0.44 -0.657
C 1.22 -3.78 0.51 -0.833
H -3.80 -1.91 1.12 0.446
H -4.37 -2.01 2.88 0.345
H -4.29 0.47 2.98 0.392
H -3.69 0.49 1.22 0.337
H 0.44 4.30 -4.14 0.629
H 2.57 5.48 -4.43 0.462
H 4.27 5.44 -2.64 0.454
H 3.87 4.18 -0.56 0.514
H 1.74 2.95 -0.25 0.439
H -3.16 1.61 -2.54 0.320
H -5.10 2.45 -3.81 0.452
H -5.09 4.77 -4.66 0.434
H -3.18 6.27 -4.22 0.439
H -1.22 5.44 -2.99 0.597
H 0.84 0.24 -3.05 0.606
H -0.50 0.64 -5.07 0.513
H -2.76 -0.33 -5.27 0.480
H -3.70 -1.67 -3.43 0.491
H -2.39 -2.07 -1.39 0.457
H 0.02 -3.38 -2.65 0.465
H 0.65 -5.76 -2.76 0.460
H 1.68 -6.86 -0.80 0.476
H 2.06 -5.60 1.28 0.526
H 1.38 -3.23 1.44 0.425
C 4.05 0.68 -3.36 -1.380
C 4.29 -0.16 -2.09 1.967
C 5.15 0.60 -1.07 -1.435
C 4.92 -1.53 -2.44 -1.725
C 2.98 -0.43 -1.49 -0.003
N 1.95 -0.64 -1.03 -0.392
H 5.02 0.90 -3.80 0.496
H 3.56 1.62 -3.12 0.131
H 3.46 0.13 -4.10 0.400
H 6.12 0.77 -1.52 0.445
H 5.29 0.02 -0.16 0.409
H 4.71 1.57 -0.83 0.245
H 5.87 -1.34 -2.93 0.441
H 4.29 -2.10 -3.13 0.399
H 5.10 -2.12 -1.55 0.415
```

Summary:
E (Eh): -6596.377871
LUMO (Ha): -0.4195
HOMO level (Eh): -0.6682
Energy above the lowest of the compared OMol25 structures with the same formula, charge and spin (eV): 0.721
Kohn-Sham gap (eV): 6.77
2S+1: 1
Charge: +4
Maximum force (eV/A): 1.04

Record 3
Molecular formula: C46H44N9OS3Sn
Method: DFT, wB97M-V/def2-TZVPD

The geometry in XYZ format:
```
104
Properties=species:S:1:pos:R:3:mulliken_charge:R:1
Sn 0.41 0.02 -0.11 2.521
N 3.85 2.30 1.30 0.073
C 2.66 1.83 1.66 -0.484
N 2.08 1.32 0.59 0.109
C 2.99 1.50 -0.41 0.027
N 4.08 2.10 0.00 -0.633
C 2.69 1.13 -1.80 0.381
C 3.50 1.48 -2.87 -0.677
N 3.13 1.22 -4.12 -0.470
C 1.95 0.65 -4.31 -0.638
C 1.14 0.28 -3.25 -0.547
N 1.53 0.50 -2.00 0.510
H 4.53 2.79 1.87 0.206
H 2.25 1.90 2.66 0.564
H 4.44 1.99 -2.71 0.537
H 1.64 0.47 -5.34 0.454
H 0.17 -0.19 -3.41 0.606
N 1.81 -1.44 0.24 -0.331
S 1.94 -2.81 -0.36 1.898
N 0.83 -3.94 -0.03 0.312
S 0.31 -4.20 1.43 1.881
N -0.76 -3.26 2.01 -0.389
S -1.69 -2.20 1.22 1.783
N -1.09 -0.91 0.83 -0.975
C -2.96 -1.95 2.41 0.365
C -2.56 -1.42 3.63 -0.398
C -3.52 -1.14 4.59 -0.796
C -4.86 -1.39 4.32 -0.637
C -5.25 -1.91 3.09 -1.002
C -4.30 -2.19 2.12 -0.148
C -2.44 -3.05 -0.15 1.092
C -2.90 -4.35 0.00 -0.570
C -3.51 -4.97 -1.08 -0.983
C -3.67 -4.29 -2.28 -0.856
C -3.23 -2.97 -2.40 -0.756
C -2.62 -2.34 -1.33 -0.830
C -0.29 -5.85 1.35 0.070
C -0.17 -6.61 0.20 0.041
C -0.68 -7.90 0.21 -0.940
C -1.30 -8.39 1.35 -0.605
C -1.41 -7.61 2.49 -0.828
C -0.91 -6.32 2.50 -0.694
C 1.59 -4.21 2.64 0.280
C 2.44 -5.31 2.68 -0.654
C 3.49 -5.29 3.58 -0.888
C 3.67 -4.19 4.42 -0.665
C 2.81 -3.10 4.36 -0.803
C 1.75 -3.10 3.46 -0.546
C 3.50 -3.50 0.09 -0.025
C 3.82 -4.77 -0.38 -0.658
C 5.05 -5.31 -0.05 -0.839
C 5.92 -4.59 0.76 -0.631
C 5.58 -3.33 1.23 -0.935
C 4.36 -2.77 0.89 -0.404
C 1.89 -2.90 -2.13 0.389
C 3.05 -2.57 -2.82 -0.644
C 3.03 -2.57 -4.20 -0.912
C 1.85 -2.90 -4.88 -0.796
C 0.70 -3.21 -4.17 -0.861
C 0.71 -3.21 -2.78 -0.230
H -1.51 -1.22 3.83 0.350
H -3.23 -0.73 5.55 0.463
H -5.61 -1.17 5.07 0.442
H -6.29 -2.09 2.88 0.474
H -4.60 -2.59 1.16 0.506
H -2.80 -4.87 0.95 0.767
H -3.87 -5.98 -0.98 0.534
H -4.15 -4.77 -3.11 0.468
H -3.39 -2.44 -3.33 0.578
H -2.31 -1.30 -1.40 0.304
H 0.32 -6.21 -0.68 0.430
H -0.60 -8.52 -0.68 0.533
H -1.70 -9.40 1.35 0.477
H -1.89 -8.01 3.38 0.507
H -0.99 -5.70 3.39 0.515
H 2.29 -6.17 2.04 0.538
H 4.16 -6.13 3.65 0.506
H 4.48 -4.19 5.13 0.473
H 2.94 -2.26 5.03 0.515
H 1.06 -2.27 3.41 0.500
H 3.13 -5.32 -1.01 0.422
H 5.32 -6.29 -0.41 0.511
H 6.89 -5.01 1.01 0.478
H 6.27 -2.78 1.85 0.519
H 4.07 -1.79 1.24 0.543
H 3.97 -2.34 -2.29 0.591
H 3.93 -2.34 -4.76 0.505
H 1.85 -2.92 -5.96 0.485
H -0.21 -3.48 -4.70 0.556
H -0.18 -3.49 -2.23 0.459
C -2.94 1.49 -0.53 -1.231
C -1.71 2.29 -0.13 1.539
C -1.71 3.65 -0.82 -1.778
C -1.61 2.45 1.38 -1.374
O -0.50 1.64 -0.62 -0.593
H -3.84 2.04 -0.28 0.568
H -2.97 0.53 -0.02 0.053
H -2.94 1.33 -1.61 0.330
H -2.57 4.24 -0.50 0.437
H -1.76 3.53 -1.90 0.380
H -0.80 4.20 -0.58 0.393
H -2.47 3.00 1.76 0.491
H -0.71 3.02 1.64 0.283
H -1.59 1.48 1.88 0.133
```

Summary:
E (Eh): -3755.159927
LUMO (Ha): -0.2873
HOMO level (Eh): -0.5983
Energy above the lowest of the compared OMol25 structures with the same formula, charge and spin (eV): 0.427
Kohn-Sham gap (eV): 8.46
2S+1: 1
Charge: +3
Maximum force (eV/A): 0.45